[1]
The following is a DFT calculation (wB97M-V/def2-TZVPD) of a cluster of 7 separate species, C40H58FNO15S6 in total at a distorted geometry.

CARTESIAN COORDINATES (ANGSTROEM)
O -1.91 -0.40 -2.36
C -0.79 -0.23 -1.96
F -0.12 0.88 -2.35
C -0.05 -1.22 -1.07
C 1.01 -1.95 -1.88
C 1.00 -1.90 -3.26
C 1.99 -2.57 -3.92
C 3.01 -3.26 -3.29
C 3.00 -3.31 -1.93
C 2.00 -2.67 -1.24
C 2.04 -2.78 0.26
C 1.55 -3.93 0.82
C 1.58 -4.14 2.19
C 2.14 -3.16 2.96
C 2.62 -2.00 2.39
C 2.59 -1.79 1.04
C 3.96 -3.86 -4.30
O 4.97 -4.46 -4.06
N 3.42 -3.53 -5.58
C 2.25 -2.72 -5.39
O 1.64 -2.32 -6.35
H -0.81 -1.90 -0.69
H 0.40 -0.63 -0.26
H 0.25 -1.37 -3.85
H 3.78 -3.85 -1.39
H 1.13 -4.72 0.21
H 1.20 -5.09 2.62
H 2.21 -3.30 4.03
H 3.07 -1.25 3.03
H 2.99 -0.89 0.58
H 4.18 -3.03 -6.04
C -3.33 2.91 -2.46
C -3.01 3.79 -3.67
C -3.16 5.25 -3.24
S -2.81 5.28 -1.48
O -4.02 5.65 -0.77
O -1.56 5.96 -1.25
C -2.57 3.52 -1.29
H -3.04 1.87 -2.62
H -4.41 2.94 -2.26
H -1.98 3.60 -3.99
H -3.66 3.56 -4.51
H -2.46 5.90 -3.75
H -4.18 5.61 -3.39
H -2.93 3.20 -0.32
H -1.50 3.32 -1.37
C 0.61 -8.56 5.83
C 0.40 -7.68 7.07
C 0.76 -6.24 6.68
S 0.45 -6.11 4.91
O 1.71 -5.90 4.24
O -0.69 -5.26 4.68
C -0.04 -7.81 4.67
H 0.18 -9.55 5.96
H 1.68 -8.68 5.65
H -0.65 -7.73 7.37
H 1.00 -8.02 7.91
H 0.15 -5.51 7.20
H 1.82 -6.04 6.85
H 0.30 -8.16 3.70
H -1.13 -7.86 4.73
C -1.26 8.56 0.56
C -0.55 9.08 -0.70
C -0.18 10.55 -0.44
S 0.02 10.71 1.34
O -1.01 11.59 1.84
O 1.41 10.93 1.64
C -0.41 9.02 1.74
H -1.36 7.48 0.54
H -2.26 8.99 0.62
H 0.36 8.50 -0.87
H -1.17 8.98 -1.58
H 0.75 10.83 -0.93
H -0.98 11.22 -0.75
H -0.94 9.00 2.69
H 0.51 8.45 1.81
C -4.16 2.43 4.71
C -4.40 3.78 4.03
C -3.08 4.19 3.36
S -2.22 2.67 2.97
O -1.02 2.60 3.75
O -2.21 2.48 1.53
C -3.44 1.57 3.69
H -5.10 1.97 5.03
H -3.54 2.57 5.60
H -5.18 3.68 3.27
H -4.73 4.54 4.73
H -3.25 4.75 2.44
H -2.45 4.77 4.03
H -2.94 0.70 4.12
H -4.11 1.25 2.89
C 5.98 -5.37 3.54
C 7.01 -6.29 2.87
C 6.65 -7.73 3.24
S 4.87 -7.74 3.51
O 4.61 -8.04 4.90
O 4.23 -8.47 2.44
C 4.62 -5.99 3.24
H 6.04 -4.35 3.15
H 6.15 -5.34 4.61
H 6.97 -6.16 1.79
H 8.03 -6.05 3.19
H 6.89 -8.43 2.44
H 7.12 -8.05 4.17
H 3.83 -5.63 3.90
H 4.34 -5.85 2.20
C -3.47 1.14 -8.22
C -3.13 2.01 -9.44
C -3.29 3.47 -9.01
S -2.96 3.52 -7.25
O -4.18 3.89 -6.57
O -1.72 4.20 -7.01
C -2.72 1.76 -7.05
H -3.18 0.10 -8.38
H -4.54 1.16 -8.04
H -2.10 1.82 -9.75
H -3.77 1.78 -10.29
H -2.58 4.12 -9.52
H -4.30 3.83 -9.17
H -3.10 1.44 -6.08
H -1.65 1.56 -7.12

Output
Charge   0

[2]
The following is a DFT calculation (wB97M-V/def2-TZVPD) of a structure of composition C40H59BF5NO34Si2 at a distorted geometry.

CARTESIAN COORDINATES (ANGSTROEM)
C -4.80 -0.29 -2.03
C -4.59 -1.11 -0.60
O -3.23 -1.68 -0.47
B -2.39 -0.75 0.31
O -2.55 0.72 0.04
Si -1.08 -1.23 1.64
C -1.94 -2.56 2.80
O -2.99 -3.33 2.08
C -2.72 -4.78 2.13
C -1.85 -5.58 0.95
O -3.24 -5.48 3.17
O 0.37 -2.00 1.03
Si 1.23 -1.03 -0.15
C 3.09 -1.67 -0.10
C 3.08 -3.27 0.37
N 3.22 -4.33 -0.49
C 1.32 0.85 0.22
C 2.45 1.26 1.38
O 2.47 0.33 2.52
C 1.57 0.74 3.61
C 1.62 -0.19 4.99
O 0.69 1.75 3.57
C 0.66 -1.24 -1.97
F -0.41 -0.26 -2.39
F 1.85 -0.87 -2.83
C 0.25 -2.77 -2.41
F 1.39 -3.58 -2.91
F -0.69 -2.63 -3.58
F -0.49 -3.54 -1.39
H -5.15 0.80 -1.72
H -5.55 -0.83 -2.76
H -3.72 -0.15 -2.50
H -5.34 -2.03 -0.63
H -4.87 -0.47 0.35
H -2.15 0.89 -0.88
H -0.86 -0.07 2.50
H -1.16 -3.35 3.20
H -2.48 -2.05 3.73
H -2.41 -5.40 -0.06
H -1.75 -6.72 1.22
H -0.77 -5.08 0.97
H 3.74 -1.12 0.70
H 3.63 -1.56 -1.13
H 2.97 -3.49 1.54
H 3.17 -5.23 0.07
H 0.28 1.38 0.42
H 1.73 1.37 -0.78
H 3.50 1.14 0.83
H 2.38 2.40 1.69
H 0.90 0.21 5.82
H 1.17 -1.25 4.66
H 2.71 -0.40 5.34
C -4.62 -7.37 5.71
C -6.02 -6.87 5.70
O -6.71 -7.81 6.50
C -5.79 -8.39 7.32
O -6.06 -9.12 8.25
O -4.52 -8.04 6.95
H -3.89 -6.56 5.64
H -4.43 -8.09 4.91
H -6.12 -5.88 6.16
H -6.45 -6.83 4.69
C 7.46 1.89 2.44
C 6.54 3.02 2.12
O 5.90 2.60 0.93
C 5.97 1.23 0.90
O 5.38 0.53 0.11
O 6.79 0.77 1.89
H 7.60 1.76 3.52
H 8.43 1.99 1.96
H 5.78 3.18 2.89
H 7.08 3.96 1.96
C 1.55 -5.83 -6.26
C 1.08 -6.31 -4.92
O 0.16 -7.33 -5.24
C 0.48 -7.78 -6.49
O 0.00 -8.77 -7.01
O 1.42 -6.98 -7.08
H 2.58 -5.48 -6.25
H 0.91 -5.04 -6.67
H 1.90 -6.74 -4.33
H 0.60 -5.51 -4.35
C 2.73 4.21 -2.72
C 3.91 5.11 -2.53
O 3.88 5.40 -1.14
C 3.20 4.37 -0.54
O 3.13 4.21 0.66
O 2.61 3.56 -1.47
H 2.90 3.48 -3.52
H 1.81 4.76 -2.92
H 4.86 4.62 -2.76
H 3.83 6.03 -3.11
C 0.14 8.09 -5.27
C -0.66 6.95 -4.73
O 0.04 5.81 -5.18
C 1.33 6.20 -5.42
O 2.25 5.44 -5.66
O 1.45 7.56 -5.34
H 0.10 8.97 -4.63
H -0.18 8.38 -6.28
H -0.68 6.94 -3.63
H -1.69 6.94 -5.10
C -5.14 4.95 -3.48
C -5.01 5.46 -4.88
O -4.45 6.75 -4.71
C -3.80 6.74 -3.51
O -3.06 7.63 -3.12
O -4.08 5.61 -2.80
H -5.03 3.87 -3.42
H -6.09 5.24 -3.02
H -4.33 4.85 -5.49
H -5.98 5.53 -5.39
C -1.01 2.42 8.58
C -1.81 1.28 9.13
O -1.10 0.14 8.67
C 0.18 0.53 8.44
O 1.10 -0.23 8.20
O 0.30 1.89 8.51
H -1.04 3.30 9.23
H -1.33 2.70 7.57
H -1.83 1.27 10.22
H -2.84 1.27 8.75
C 0.39 -9.28 -1.74
C 1.68 -9.63 -2.42
O 2.55 -8.58 -2.03
C 2.05 -8.07 -0.86
O 2.64 -7.26 -0.16
O 0.82 -8.57 -0.59
H -0.18 -10.16 -1.46
H -0.23 -8.62 -2.35
H 2.09 -10.58 -2.07
H 1.58 -9.66 -3.51
C 1.06 9.72 -0.92
C -0.19 10.43 -0.49
O -0.64 11.05 -1.67
C -0.11 10.35 -2.72
O -0.43 10.50 -3.88
O 0.81 9.44 -2.28
H 1.23 8.80 -0.36
H 1.95 10.36 -0.84
H -0.96 9.74 -0.14
H 0.01 11.17 0.29

Output
Charge   0

[3]
The following is a DFT calculation (wB97M-V/def2-TZVPD) of a cluster of 8 separate species, C40H59IN10O3P in total at a distorted geometry.

CARTESIAN COORDINATES (ANGSTROEM)
C 3.15 -3.62 -0.15
C 2.31 -3.63 -1.44
C 2.26 -2.26 -2.10
O 1.84 -1.25 -1.18
C 0.71 -0.50 -1.53
C -0.57 -1.02 -0.88
C -1.63 0.08 -0.84
N -2.81 -0.50 -0.14
C -3.49 -1.66 -0.82
O -3.90 -2.50 0.29
C -4.77 -1.86 1.03
N -5.28 -1.17 1.79
C -2.60 -2.40 -1.81
C -3.14 -3.85 -2.00
C -2.35 -4.98 -1.35
N -2.34 -4.96 0.11
P -2.71 -1.74 -3.62
O -1.67 -0.47 -3.69
I -4.81 -0.51 -3.66
C -1.11 -2.36 -1.44
H 2.49 -3.63 0.72
H 3.78 -2.74 -0.07
H 3.78 -4.50 -0.10
H 1.29 -3.91 -1.19
H 2.69 -4.35 -2.16
H 3.27 -2.00 -2.43
H 1.62 -2.28 -2.99
H 0.88 0.50 -1.11
H 0.65 -0.38 -2.61
H -0.29 -1.18 0.16
H -1.88 0.52 -1.80
H -1.27 0.88 -0.20
H -3.49 0.23 0.10
H -2.47 -0.86 0.76
H -4.40 -1.29 -1.27
H -4.18 -3.90 -1.68
H -3.17 -4.09 -3.06
H -1.32 -4.97 -1.71
H -2.78 -5.91 -1.73
H -3.16 -5.41 0.49
H -1.52 -5.42 0.48
H -0.90 -0.76 -4.19
H -0.54 -2.65 -2.32
H -0.89 -3.11 -0.69
N 2.99 1.25 -3.64
C 2.29 1.62 -4.75
C 3.18 1.80 -5.78
C 4.47 1.52 -5.26
C 4.33 1.18 -3.94
H 2.60 1.07 -2.74
H 1.22 1.74 -4.72
H 2.94 2.10 -6.78
H 5.41 1.56 -5.80
H 5.05 0.91 -3.19
N 3.42 -3.75 3.96
C 4.54 -4.17 3.30
C 5.10 -5.19 4.02
C 4.28 -5.39 5.17
C 3.25 -4.49 5.10
H 2.81 -3.01 3.66
H 4.84 -3.71 2.37
H 5.99 -5.73 3.76
H 4.43 -6.11 5.95
H 2.42 -4.32 5.76
N 2.58 -0.17 6.97
C 3.64 0.19 7.77
C 4.71 -0.59 7.42
C 4.28 -1.46 6.38
C 2.97 -1.17 6.13
H 1.67 0.24 7.01
H 3.55 0.97 8.50
H 5.69 -0.55 7.87
H 4.87 -2.22 5.89
H 2.27 -1.60 5.43
N 2.82 3.16 -9.70
C 4.11 3.52 -9.38
C 4.20 4.88 -9.47
C 2.92 5.36 -9.86
C 2.09 4.28 -10.00
H 2.47 2.22 -9.72
H 4.84 2.77 -9.12
H 5.08 5.46 -9.28
H 2.64 6.39 -10.03
H 1.06 4.21 -10.28
N -4.96 4.11 -5.44
C -5.73 5.24 -5.39
C -6.83 4.96 -4.63
C -6.73 3.61 -4.20
C -5.56 3.11 -4.72
H -4.10 4.02 -5.94
H -5.43 6.14 -5.90
H -7.63 5.65 -4.40
H -7.43 3.07 -3.59
H -5.12 2.13 -4.63
N -3.14 0.83 5.17
C -3.34 1.84 6.08
C -4.62 2.29 5.94
C -5.23 1.52 4.91
C -4.30 0.64 4.45
H -2.29 0.32 5.06
H -2.55 2.15 6.75
H -5.08 3.07 6.51
H -6.24 1.62 4.55
H -4.36 -0.11 3.68
N 1.23 3.93 7.64
C 0.55 5.06 7.28
C -0.73 4.95 7.74
C -0.84 3.69 8.40
C 0.39 3.09 8.33
H 2.20 3.75 7.44
H 1.04 5.85 6.74
H -1.51 5.68 7.62
H -1.71 3.29 8.89
H 0.74 2.15 8.71

Output
Charge   +1

[4]
The following is a DFT calculation (wB97M-V/def2-TZVPD) of a structure of composition C40H60As2NO8PPdSi.

CARTESIAN COORDINATES (ANGSTROEM)
Pd -0.01 -0.34 -0.66
C 1.16 -2.03 4.69
C 1.58 -1.59 3.30
C 2.08 -2.78 2.50
P 0.31 -0.68 2.25
C -0.29 0.57 3.48
C -1.47 1.34 2.89
C 0.85 1.55 3.80
C -1.02 -1.94 2.18
C -1.85 -2.20 3.26
C -2.81 -3.20 3.28
C -3.70 -3.43 4.47
C -2.90 -4.00 2.14
C -2.11 -3.77 1.03
C -1.16 -2.70 0.98
N -0.45 -2.43 -0.14
C -0.57 -3.30 -1.24
C -1.41 -3.04 -2.32
C -2.35 -1.86 -2.33
C -1.39 -3.88 -3.44
C -0.58 -5.00 -3.50
C -0.59 -5.91 -4.71
C 0.22 -5.28 -2.40
C 0.24 -4.46 -1.29
C 1.13 -4.79 -0.13
H 2.00 -2.53 5.20
H 0.34 -2.75 4.64
H 0.85 -1.20 5.32
H 2.40 -0.87 3.40
H 1.31 -3.56 2.48
H 2.99 -3.21 2.93
H 2.28 -2.51 1.46
H -0.62 0.09 4.41
H -1.17 1.91 2.01
H -1.88 2.03 3.63
H -2.26 0.65 2.57
H 1.24 1.98 2.87
H 1.67 1.07 4.33
H 0.48 2.37 4.42
H -1.75 -1.58 4.15
H -3.44 -2.74 5.28
H -3.61 -4.45 4.87
H -4.75 -3.27 4.24
H -3.62 -4.81 2.10
H -2.24 -4.38 0.15
H -2.63 -1.57 -1.32
H -3.24 -2.11 -2.91
H -1.88 -0.98 -2.79
H -2.03 -3.63 -4.27
H -0.87 -5.36 -5.61
H -1.31 -6.73 -4.59
H 0.39 -6.35 -4.88
H 0.87 -6.15 -2.42
H 1.63 -5.75 -0.29
H 0.56 -4.84 0.80
H 1.90 -4.03 0.01
C 1.96 5.36 2.68
O 1.34 4.56 1.69
C 0.51 5.20 0.85
O 0.30 6.40 0.93
C -0.09 4.28 -0.16
C -1.23 4.68 -0.75
As -2.04 3.61 -2.22
C -3.92 4.03 -1.82
C -1.64 1.90 -1.48
C -0.21 1.54 -1.69
As 0.95 2.59 -0.47
C 2.22 3.60 -1.62
C 0.13 1.36 -3.10
O -0.67 1.14 -4.00
O 1.48 1.37 -3.37
C 1.80 1.08 -4.72
C -2.39 1.17 -0.60
O -1.97 0.14 0.03
O -3.72 1.52 -0.42
C -4.45 0.83 0.57
C -1.97 5.93 -0.40
O -2.79 6.00 0.48
O -1.77 7.00 -1.21
C -0.61 7.01 -2.03
H 2.75 4.75 3.11
H 1.24 5.64 3.46
H 2.37 6.27 2.25
H -4.13 5.03 -2.20
H -4.14 3.97 -0.76
H -4.52 3.29 -2.35
H 1.68 4.05 -2.46
H 2.98 2.93 -2.00
H 2.68 4.38 -1.02
H 2.89 1.13 -4.79
H 1.34 1.79 -5.40
H 1.46 0.08 -4.99
H -5.50 0.97 0.32
H -4.26 1.26 1.56
H -4.21 -0.23 0.59
H -0.63 7.97 -2.55
H -0.63 6.20 -2.76
H 0.29 6.94 -1.42
C 4.56 -2.04 -0.90
Si 3.48 -0.48 -0.98
C 3.74 0.36 0.68
C 4.33 0.63 -2.26
C 1.77 -0.98 -1.48
H 5.61 -1.77 -0.74
H 4.49 -2.61 -1.83
H 4.26 -2.71 -0.09
H 4.81 0.56 0.80
H 3.42 -0.28 1.49
H 3.19 1.30 0.77
H 5.19 0.11 -2.70
H 4.70 1.55 -1.81
H 3.65 0.91 -3.06
H 1.72 -2.07 -1.33
H 1.70 -0.82 -2.57

Output
Charge   -2
Energy relative to the best compared isomer or geometry (same formula, charge and spin)   0.000 eV

no.,HOMO level (eV),E_LUMO (Ha),frontier orbital gap (Ha)
1,-9.6,-0.0187,0.336
2,-9.5,-0.0156,0.335
3,-9.7,-0.1148,0.240
4,-1.4,0.1578,0.208